1.
ORCA calculation (the ωB97M-V functional and the def2-TZVPD basis) on an isolated ion of composition C10H16N3 and charge +1.

```
29
Properties=species:S:1:pos:R:3:mulliken_charge:R:1
C 2.825 -0.649 -3.576 -0.660
C 1.727 0.200 -3.638 -0.572
C 3.001 -1.262 -2.293 -0.544
C 0.844 0.402 -2.617 -0.651
C 2.007 -1.171 -1.247 0.318
C 0.889 -0.249 -1.429 -0.229
C 0.196 0.167 0.999 0.179
C -2.121 0.887 1.154 -1.266
C -0.664 0.825 3.206 -1.495
C -0.973 0.154 1.841 0.659
N 1.320 0.624 1.215 -0.517
N -0.143 -0.228 -0.454 0.203
N -0.852 -1.579 -0.523 -0.245
H 3.489 -0.750 -4.345 0.525
H 1.669 0.782 -4.571 0.324
H 3.960 -1.726 -2.107 0.373
H 0.125 1.138 -2.798 0.462
H 2.123 -1.723 -0.289 0.364
H -1.720 1.906 1.011 0.342
H -2.886 0.980 1.977 0.390
H -2.591 0.529 0.180 0.270
H -1.390 0.690 3.971 0.496
H -0.327 1.898 3.267 0.315
H 0.194 0.136 3.699 0.287
H -1.259 -0.871 2.237 0.210
H 2.031 0.720 0.388 0.373
H -1.836 -1.478 -0.653 0.298
H -0.549 -2.071 -1.407 0.444
H -0.544 -2.148 0.214 0.348
```

As for the orbital gap: 9.531 eV. The calculation puts the molar mass at 178.26 g/mol. As for the multiplicity: 1. As for the charge: +1. The value obtained for the HOMO energy is -13.05 eV. For the total energy, the calculation gives -554.5517 Eh. The value obtained for the lowest unoccupied orbital energy is -3.5 eV. The value obtained for the largest force on an atom is 5.3 eV/Å.



2.
ORCA calculation (the ωB97M-V functional and the def2-TZVPD basis) on an isolated ion of composition C10H16NO3S and charge +1.

```
31
Properties=species:S:1:pos:R:3:mulliken_charge:R:1
C -0.727 -0.471 -0.501 0.061
C 0.303 -0.467 -1.134 -0.188
C -1.962 0.171 0.051 0.376
C 2.232 0.984 -1.123 -0.860
C 1.624 1.805 -0.017 -0.594
C 1.840 -0.111 1.469 -0.863
C 2.312 -1.077 0.316 -0.378
C 1.764 -0.537 -1.065 0.840
C -5.330 -0.863 0.217 -1.211
C -4.292 0.149 0.229 -0.183
N 2.142 1.320 1.344 -0.030
O -1.823 1.104 0.777 -0.533
O 2.362 -1.382 -2.092 -0.564
O -3.097 -0.426 -0.338 -0.242
S 1.820 -2.741 0.570 -0.122
H 1.870 1.359 -2.126 0.341
H 3.389 0.990 -0.913 0.277
H 2.012 2.806 -0.247 0.395
H 0.529 1.752 -0.055 0.282
H 0.681 -0.204 1.519 0.197
H 2.098 -0.510 2.430 0.473
H 3.359 -1.081 0.140 0.494
H -5.344 -1.265 -0.731 0.355
H -5.083 -1.681 1.010 0.268
H -6.216 -0.552 0.662 0.427
H -4.062 0.546 1.210 0.333
H -4.340 1.138 -0.485 0.254
H 3.092 1.524 1.288 0.364
H 1.629 1.952 2.062 0.387
H 1.611 -1.891 -2.462 0.426
H 3.115 -3.224 0.428 0.217
```

As for the orbital gap: 9.506 eV. The calculation puts the molar mass at 230.31 g/mol. As for the multiplicity: 1. As for the charge: +1. The value obtained for the HOMO energy is -12.74 eV. For the total energy, the calculation gives -1068.9335 Eh. The value obtained for the lowest unoccupied orbital energy is -3.2 eV. The value obtained for the largest force on an atom is 4.7 eV/Å.



3.
ORCA calculation (the ωB97M-V functional and the def2-TZVPD basis) on a 2-piece molecular cluster, C10H16NO3Si overall.

```
31
Properties=species:S:1:pos:R:3:mulliken_charge:R:1
C -3.943 0.057 -2.591 -0.850
C -2.415 0.104 -3.251 -0.347
C -1.448 -1.071 -2.578 0.397
O -1.613 -2.314 -3.109 -0.548
O -0.462 -0.796 -1.486 -0.165
C 0.842 -1.405 -1.808 -0.454
C 1.963 -1.241 -0.583 -0.602
Si 2.173 0.633 -0.155 0.453
C 1.653 1.054 1.677 0.240
C 1.741 2.626 2.240 -0.369
C 1.232 2.864 3.815 -0.340
C 0.712 1.541 4.630 -0.136
N 0.637 0.122 4.142 -0.392
C 1.092 -0.074 2.724 -0.058
H -3.874 -0.322 -1.478 0.294
H -4.530 -0.772 -3.194 0.241
H -4.496 1.090 -2.708 0.269
H -2.483 -0.183 -4.406 0.251
H -1.953 1.177 -3.197 0.282
H 1.302 -0.938 -2.781 0.272
H 0.694 -2.585 -1.917 0.318
H 3.007 -1.708 -0.897 0.332
H 1.565 -1.904 0.301 0.294
H 3.514 1.151 -0.486 -0.208
H 1.202 1.362 -1.011 -0.164
H 2.117 3.530 1.566 0.228
H 1.221 3.938 4.295 0.253
H 0.324 1.738 5.742 0.258
H 1.011 -1.185 2.292 0.183
O -0.083 -3.596 2.135 -1.076
H -0.703 -2.893 2.075 0.144
```

As for the orbital gap: 4.879 eV. The calculation puts the molar mass at 226.33 g/mol. As for the multiplicity: 1. As for the charge: -1. The value obtained for the HOMO energy is -2.47 eV. For the total energy, the calculation gives -960.2243 Eh. The value obtained for the lowest unoccupied orbital energy is 2.4 eV. The value obtained for the largest force on an atom is 8.8 eV/Å.



4.
ORCA calculation (the ωB97M-V functional and the def2-TZVPD basis) on a single C10H16NP molecule.

```
28
Properties=species:S:1:pos:R:3:mulliken_charge:R:1
C -2.302 3.941 0.383 -0.296
C -1.748 3.338 1.496 -0.638
C -2.156 3.354 -0.891 -0.584
C -1.297 2.076 1.474 -0.226
C -1.592 2.150 -0.925 -0.439
C -1.203 1.458 0.203 0.786
C 2.374 -3.775 -0.831 -1.237
C 1.495 -2.602 -1.073 -0.260
C 1.721 -1.593 0.028 -0.436
C 1.186 -0.264 -0.407 -1.142
N -0.912 -1.089 1.330 -0.515
P -0.952 -0.338 -0.229 -0.029
H -2.867 4.880 0.496 0.326
H -1.971 3.766 2.459 0.307
H -2.530 3.854 -1.769 0.386
H -0.836 1.612 2.317 0.244
H -1.461 1.745 -1.909 0.271
H 2.101 -4.636 -1.579 0.291
H 3.361 -3.363 -1.117 0.330
H 2.200 -4.210 0.115 0.358
H 0.311 -2.774 -1.045 0.238
H 1.657 -2.227 -2.086 0.302
H 1.162 -1.764 0.860 0.279
H 2.846 -1.475 0.302 0.302
H 1.575 0.425 0.320 0.409
H 1.289 0.064 -1.414 0.543
H -0.278 -0.531 1.989 0.218
H -1.173 -2.023 1.504 0.211
```

As for the orbital gap: 9.072 eV. The calculation puts the molar mass at 181.22 g/mol. As for the multiplicity: 1. As for the charge: 0. The value obtained for the HOMO energy is -8.15 eV. For the total energy, the calculation gives -786.6759 Eh. The value obtained for the lowest unoccupied orbital energy is 0.9 eV. The value obtained for the largest force on an atom is 4.7 eV/Å.